1.
109
Properties=species:S:1:pos:R:3:forces:R:3 method="wB97M-V/def2-TZVPD" total_charge=+1 spin_multiplicity=1 homo_lumo_gap_ev=6.8
O -0.416134 -1.548253 1.907767 -0.15 0.16 0.34
P 0.061356 -0.408170 1.108200 -0.01 -1.44 -0.22
C -1.059592 1.043035 1.290764 0.46 -0.45 -0.10
C -2.414684 0.798706 1.270304 0.31 0.60 0.05
C -3.283538 1.884512 1.353009 0.17 -0.25 -0.54
C -4.753727 1.601401 1.363187 0.31 0.13 -0.03
O -5.227899 1.255065 2.388521 -0.76 -0.28 0.75
O -5.460351 1.810114 0.250714 -0.15 -0.29 -0.34
C -2.792013 3.176029 1.469826 0.28 -0.38 -0.02
C -1.423634 3.348233 1.506890 -0.31 0.62 0.06
N -0.593608 2.300584 1.423250 -0.65 -0.06 -0.08
H 1.376946 0.013013 1.385888 -0.17 0.47 -0.16
H -0.011029 -0.702802 -0.264585 0.23 0.58 -0.09
H -2.788443 -0.208329 1.192560 0.08 -0.22 0.01
H -5.005150 1.461057 -0.529791 0.11 0.37 -0.11
H -3.462976 4.014609 1.549107 0.05 0.23 0.03
H -0.996962 4.333960 1.586591 0.26 0.00 0.01
H 0.405505 2.460650 1.455253 0.04 0.08 -0.07
C -2.477513 -1.570587 -4.132166 0.00 -0.02 0.22
C -3.614649 -1.918733 -3.174379 -0.08 0.16 -0.08
C -3.095086 -1.353601 -1.862711 0.16 -0.11 0.08
O -2.281545 -0.218204 -2.193702 -0.06 0.03 0.13
C -2.036018 -0.211977 -3.612307 -0.09 0.09 -0.11
H -2.773821 -1.546274 -5.176018 0.03 -0.03 -0.03
H -1.668795 -2.293408 -4.030499 0.01 -0.02 -0.06
H -4.529827 -1.401836 -3.472503 -0.01 -0.02 0.01
H -3.829757 -2.983734 -3.118226 0.03 -0.01 0.01
H -2.467184 -2.083673 -1.339855 -0.08 -0.04 0.04
H -3.898005 -1.040723 -1.188310 0.03 0.03 0.01
H -2.623306 0.597017 -4.058628 0.02 -0.01 -0.03
H -0.979042 -0.012370 -3.791654 0.01 0.02 0.08
C 4.410317 -3.607439 -0.392935 -0.02 -0.08 0.10
C 3.164757 -4.297949 -0.942569 0.02 0.07 -0.13
C 2.055647 -3.376831 -0.457533 -0.01 -0.07 0.14
O 2.620013 -2.057204 -0.408908 -0.15 0.11 0.07
C 4.047718 -2.140695 -0.552352 0.04 0.01 -0.13
H 5.329396 -3.870157 -0.912497 0.02 0.02 0.01
H 4.535823 -3.851594 0.664416 0.00 0.01 0.00
H 3.195805 -4.308883 -2.034842 -0.01 -0.01 0.00
H 3.041399 -5.322124 -0.595960 0.00 0.00 0.03
H 1.722854 -3.648332 0.549190 -0.02 -0.04 -0.02
H 1.187067 -3.370862 -1.119005 0.00 0.07 -0.01
H 4.315656 -1.771348 -1.547593 0.04 -0.01 0.01
H 4.522324 -1.501960 0.193028 -0.06 0.03 0.02
C -5.138255 2.928920 5.815126 0.02 0.11 0.14
C -6.203444 4.000422 5.596313 -0.02 -0.04 -0.16
C -5.358465 5.212806 5.228743 0.00 0.03 0.14
O -4.194401 4.705170 4.560640 0.04 -0.03 -0.08
C -4.124847 3.286777 4.741693 0.04 0.05 -0.06
H -5.511852 1.910945 5.721984 0.01 0.00 -0.01
H -4.693791 3.035521 6.806078 0.00 -0.07 0.00
H -6.847537 3.722623 4.758491 -0.01 0.01 0.01
H -6.833720 4.174188 6.466124 0.02 0.01 0.02
H -5.034680 5.758442 6.120337 -0.04 0.00 0.01
H -5.875701 5.907810 4.567244 0.05 0.01 -0.04
H -4.377999 2.810939 3.793338 0.00 -0.10 0.10
H -3.101729 3.009248 5.012267 0.01 0.06 0.01
C -1.387055 1.512308 8.572928 0.01 0.12 -0.04
C -1.941413 1.520725 9.994093 0.01 -0.11 0.02
C -3.420901 1.776435 9.745922 -0.04 0.10 -0.04
O -3.727329 1.184408 8.478371 0.09 0.05 0.01
C -2.515949 0.836105 7.807136 -0.04 -0.13 0.06
H -0.437191 0.988852 8.474201 -0.01 -0.02 0.01
H -1.250848 2.537452 8.218938 0.00 -0.01 0.00
H -1.800144 0.541524 10.456205 -0.01 0.01 0.01
H -1.486299 2.269792 10.639504 0.00 0.02 -0.01
H -3.634266 2.849507 9.688432 0.02 0.01 0.05
H -4.062261 1.337255 10.509634 -0.04 -0.02 -0.04
H -2.410361 -0.253800 7.824616 0.05 0.01 -0.05
H -2.577933 1.160302 6.765714 -0.06 0.00 0.00
C 9.686161 -4.768837 -2.437588 -0.06 -0.11 -0.02
C 9.031559 -4.024442 -3.597613 0.06 0.11 0.02
C 7.587478 -3.928737 -3.127147 -0.05 -0.11 0.01
O 7.630446 -3.861264 -1.698051 0.02 0.00 -0.06
C 8.948736 -4.186378 -1.240827 0.04 0.11 0.03
H 10.763681 -4.627937 -2.377339 0.00 0.02 0.00
H 9.486185 -5.839325 -2.519707 0.01 0.00 0.01
H 9.464133 -3.026123 -3.692996 -0.01 0.00 -0.01
H 9.129935 -4.530385 -4.556392 -0.01 -0.02 0.01
H 7.016399 -4.818194 -3.415533 0.01 0.01 -0.06
H 7.073014 -3.046952 -3.512434 -0.02 0.02 0.05
H 9.428496 -3.267918 -0.887318 0.04 -0.03 0.01
H 8.876611 -4.882724 -0.405295 -0.07 0.01 0.01
C 1.232621 -3.764011 -7.167345 -0.04 -0.11 -0.03
C 0.573276 -3.022214 -8.326172 0.05 0.12 0.03
C -0.873244 -2.944653 -7.859999 -0.05 -0.12 -0.01
O -0.835131 -2.882114 -6.428195 0.12 -0.02 -0.10
C 0.484175 -3.194696 -5.971031 0.00 0.12 0.01
H 2.308665 -3.611624 -7.103019 0.00 0.02 0.00
H 1.044548 -4.836127 -7.253869 0.01 0.00 0.01
H 0.995325 -2.018726 -8.416595 -0.01 0.00 -0.01
H 0.680215 -3.523197 -9.286311 -0.01 -0.02 0.01
H -1.433646 -3.838120 -8.152155 0.01 0.01 -0.05
H -1.396319 -2.067813 -8.242895 -0.02 0.01 0.06
H 0.955216 -2.271727 -5.611929 0.05 -0.03 0.01
H 0.418622 -3.896839 -5.138165 -0.05 0.01 0.01
C 0.953273 3.929320 -3.140617 -0.10 0.02 -0.09
C 1.227295 5.418609 -2.948571 0.12 -0.04 0.10
C 0.219979 5.786002 -1.869886 -0.10 0.08 -0.09
O 0.050267 4.609182 -1.060310 0.01 -0.17 0.12
C 0.649158 3.485380 -1.718818 0.06 0.01 0.09
H 1.783574 3.382783 -3.583450 0.02 0.01 0.02
H 0.075260 3.788579 -3.774256 0.00 -0.02 0.01
H 2.244837 5.567464 -2.581579 -0.01 0.02 -0.01
H 1.103795 6.006752 -3.855160 -0.03 -0.01 -0.01
H -0.749670 6.049169 -2.301949 0.02 0.02 -0.01
H 0.553200 6.609250 -1.239015 -0.01 -0.04 0.06
H 1.569755 3.218655 -1.183770 0.03 -0.03 -0.06
H -0.037800 2.635325 -1.679709 -0.05 0.03 0.01

2.
35
Properties=species:S:1:pos:R:3:forces:R:3 method="wB97M-V/def2-TZVPD" total_charge=+1 s2=8.84 spin_multiplicity=6 homo_lumo_gap_ev="6.5 / 6.2"
Ir 0.001852 -2.173738 0.000007 -0.02 -0.33 0.00
C 4.540358 -1.929531 -0.000186 -0.03 0.01 0.00
C 3.207739 -2.355507 -0.000113 -0.03 -0.06 0.00
N 2.192166 -1.516976 -0.000024 -0.30 0.11 0.00
C 2.389489 -0.179712 0.000017 0.06 0.00 0.00
C 3.703029 0.327299 -0.000007 0.08 -0.01 0.00
C 4.780407 -0.585855 -0.000144 -0.02 -0.01 0.00
C 3.930987 1.722645 0.000093 -0.02 0.01 0.00
C 2.863933 2.574656 0.000276 0.00 -0.03 0.00
C 1.555594 2.084855 0.000282 -0.03 0.00 0.00
C 1.242190 0.719275 0.000083 -0.06 0.09 0.00
N -0.000458 0.138796 0.000041 0.02 0.09 0.00
C -1.242291 0.719399 -0.000024 0.08 0.09 0.00
C -1.554397 2.085646 -0.000209 -0.01 -0.01 0.00
C -2.863118 2.574970 -0.000290 0.03 -0.03 0.00
C -3.929774 1.722710 -0.000194 -0.01 0.01 0.00
C -3.703238 0.327353 -0.000036 -0.04 -0.01 0.00
C -4.780662 -0.585419 0.000039 0.01 0.00 0.00
C -4.541390 -1.928938 0.000181 0.05 -0.01 0.00
C -3.208508 -2.355611 0.000224 -0.01 -0.06 0.00
N -2.193571 -1.517180 0.000162 0.36 0.10 0.00
C -2.389470 -0.180148 0.000032 -0.10 0.02 0.00
H 5.338707 -2.656720 -0.000259 0.00 0.00 0.00
H 2.951342 -3.407791 -0.000123 0.01 0.00 0.00
H 5.792144 -0.200206 -0.000181 0.00 0.00 0.00
H 4.947092 2.094698 0.000070 0.00 -0.01 0.00
H 3.019381 3.644392 0.000414 -0.02 0.00 0.00
H 0.791072 2.830300 0.000472 0.01 0.03 0.00
H -0.791450 2.832732 -0.000318 0.00 0.02 0.00
H -3.017299 3.644887 -0.000428 0.01 0.00 0.00
H -4.945999 2.094647 -0.000251 0.00 0.00 0.00
H -5.792167 -0.199044 -0.000010 0.00 0.00 0.00
H -5.339913 -2.655934 0.000244 -0.01 0.00 0.00
H -2.953426 -3.408216 0.000307 0.00 0.00 0.00
S -0.000359 -4.302723 -0.000149 0.00 -0.03 0.00

3.
28
Properties=species:S:1:pos:R:3:forces:R:3 method="wB97M-V/def2-TZVPD" total_charge=+1 s2=2.02 spin_multiplicity=3 homo_lumo_gap_ev="6.9 / 6.7"
O -0.160095 3.984306 -5.173290 0.55 -1.84 0.74
C 0.137797 2.968948 -4.751412 -0.56 1.83 -0.72
Ti 0.173505 -1.017628 -1.733748 -0.69 0.01 0.57
O -0.060924 1.969921 -0.353118 0.08 -1.82 -1.82
C 0.019922 1.016975 -1.098317 0.13 1.18 2.60
C -0.200366 -3.013327 -2.755007 -0.62 -2.13 -1.12
O -0.483541 -4.028360 -3.204215 0.73 2.50 1.09
C 2.059857 -0.469368 -2.132676 6.66 1.90 -1.32
O 3.146656 -0.050985 -2.261936 -4.26 -1.63 0.58
C -1.629022 -0.195796 -2.165790 -6.42 1.49 -2.13
O -2.720117 0.178929 -2.379388 4.54 -1.20 1.18
H 0.462180 1.178123 -2.189650 -0.15 -0.09 -0.54
C -2.480802 -0.666962 1.677493 -0.56 -0.06 0.11
N -1.120616 -0.247921 1.986048 0.72 -0.42 -0.11
C -0.766144 0.661257 2.970353 0.30 -0.02 -0.34
C 0.580800 0.825614 2.895782 -0.56 -0.21 -0.53
N 1.030371 0.020961 1.860423 -0.91 -0.70 0.10
C 2.387775 -0.063087 1.387979 0.78 0.00 0.15
C -0.003434 -0.698917 1.358116 -0.23 0.75 0.99
Se 0.116851 -2.295072 0.333244 0.00 0.18 0.36
H -3.035867 0.147572 1.182828 0.34 -0.27 0.18
H -3.003210 -0.931396 2.607466 0.19 0.04 -0.32
H -2.451188 -1.540867 1.015423 0.01 0.29 0.28
H -1.506514 1.090790 3.628702 0.15 0.02 -0.13
H 1.257126 1.427563 3.468392 0.04 0.16 0.04
H 2.594914 0.661373 0.600683 -0.22 0.10 0.01
H 3.055070 0.145987 2.221978 0.03 -0.06 -0.04
H 2.599027 -1.058637 1.003640 -0.08 -0.01 0.13

Looking at electronic energy for the records above, in order, we have -67524.6696, -36997.3176, -112186.0445 eV.